Entry 1:
{
  "formula": "C65H162N10O22Zn",
  "method": "ωB97M-V with the def2-TZVPD basis set",
  "elements": ["Zn", "C", "C", "O", "H", "H", "H", "H", "H", "C", "C", "C", "O", "H", "H", "H", "H", "H", "H", "H", "C", "O", "C", "C", "N", "C", "C", "O", "C", "H", "H", "H", "H", "H", "H", "H", "H", "H", "H", "H", "H", "H", "H", "H", "C", "O", "C", "C", "N", "C", "C", "O", "C", "H", "H", "H", "H", "H", "H", "H", "H", "H", "H", "H", "H", "H", "H", "H", "C", "O", "C", "C", "N", "C", "C", "O", "C", "H", "H", "H", "H", "H", "H", "H", "H", "H", "H", "H", "H", "H", "H", "H", "C", "O", "C", "C", "N", "C", "C", "O", "C", "H", "H", "H", "H", "H", "H", "H", "H", "H", "H", "H", "H", "H", "H", "H", "C", "O", "C", "C", "N", "C", "C", "O", "C", "H", "H", "H", "H", "H", "H", "H", "H", "H", "H", "H", "H", "H", "H", "H", "C", "O", "C", "C", "N", "C", "C", "O", "C", "H", "H", "H", "H", "H", "H", "H", "H", "H", "H", "H", "H", "H", "H", "H", "C", "O", "C", "C", "N", "C", "C", "O", "C", "H", "H", "H", "H", "H", "H", "H", "H", "H", "H", "H", "H", "H", "H", "H", "C", "O", "C", "C", "N", "C", "C", "O", "C", "H", "H", "H", "H", "H", "H", "H", "H", "H", "H", "H", "H", "H", "H", "H", "C", "O", "C", "C", "N", "C", "C", "O", "C", "H", "H", "H", "H", "H", "H", "H", "H", "H", "H", "H", "H", "H", "H", "H", "C", "O", "C", "C", "N", "C", "C", "O", "C", "H", "H", "H", "H", "H", "H", "H", "H", "H", "H", "H", "H", "H", "H", "H"],
  "coordinates": [[5.6469, 4.0994, 1.8116], [2.5923, -1.2608, 1.5119], [2.1312, -0.0120, 0.7673], [2.6879, 1.1976, 1.1372], [2.2760, -2.1499, 0.9665], [2.2614, -1.1442, 2.5439], [3.6736, -1.3281, 1.6318], [1.0419, 0.0073, 0.7997], [2.3423, -0.2598, -0.2730], [10.0978, -0.5934, 2.0684], [9.8353, 0.3739, 3.2505], [11.1261, 0.7239, 4.0668], [9.1347, 1.4977, 2.8288], [9.1954, -1.0576, 1.6707], [10.7806, -1.3887, 2.3674], [10.4235, -0.0215, 1.1994], [9.1286, -0.1615, 3.8846], [11.5563, -0.1825, 4.4927], [10.8782, 1.4511, 4.8400], [11.9022, 1.1403, 3.4248], [-5.1467, -1.6138, 6.0678], [-3.7648, -1.4891, 6.2499], [-3.3914, -0.6751, 7.3439], [-1.8371, -0.6356, 7.3815], [-1.3447, 0.0485, 8.6079], [-1.4166, 1.5072, 8.5729], [-0.8383, 1.9953, 9.8576], [-0.7787, 3.3716, 9.8645], [-0.5751, 3.9995, 11.0891], [-5.3751, -2.2080, 5.1830], [-5.6356, -0.6416, 6.0059], [-5.5669, -2.2208, 6.8697], [-3.7097, -1.1855, 8.2529], [-3.7595, 0.3507, 7.3293], [-1.5021, -0.1751, 6.4521], [-1.3430, -1.6069, 7.4042], [-0.4324, -0.2849, 8.8848], [-2.4460, 1.8614, 8.5185], [-0.8686, 1.8109, 7.6810], [0.1957, 1.6654, 9.9583], [-1.4938, 1.6790, 10.6690], [0.2845, 3.5676, 11.6015], [-1.4738, 3.8738, 11.6930], [-0.3988, 5.0674, 10.9604], [9.3954, 8.9470, 5.2344], [8.0371, 8.7137, 5.6867], [7.3561, 7.6170, 5.0844], [5.9265, 7.4657, 5.7518], [4.9248, 6.8620, 4.8832], [3.7127, 6.6212, 5.7067], [3.0034, 7.8929, 6.1501], [2.9406, 8.8496, 5.0605], [1.9774, 9.9462, 5.2899], [10.0711, 8.1032, 5.3739], [9.8654, 9.8219, 5.6835], [9.4889, 9.0372, 4.1521], [7.8543, 6.6759, 5.3170], [7.2137, 7.8058, 4.0203], [5.5125, 8.4563, 5.9403], [5.9775, 6.9292, 6.6992], [4.5590, 7.6252, 4.3318], [3.9256, 5.9618, 6.5481], [2.9374, 6.0754, 5.1690], [3.4941, 8.4018, 6.9797], [2.0120, 7.6529, 6.5344], [1.9728, 10.4398, 6.2618], [0.9929, 9.4983, 5.1552], [2.1044, 10.7155, 4.5283], [2.5842, 1.1599, -12.1562], [2.8165, 0.5477, -10.9023], [1.8092, -0.3721, -10.5609], [2.1242, -0.9871, -9.1350], [3.3980, -1.7493, -9.1980], [3.7268, -2.2407, -7.8759], [4.0260, -1.1788, -6.8381], [5.0702, -0.2926, -7.3470], [5.6409, 0.5275, -6.3556], [2.6005, 0.2998, -12.8255], [3.3787, 1.8264, -12.4918], [1.6178, 1.6566, -12.2424], [1.6959, -1.1894, -11.2730], [0.8730, 0.1850, -10.5259], [1.2768, -1.5757, -8.7834], [2.1732, -0.0888, -8.5195], [4.0650, -1.0110, -9.3714], [4.6017, -2.8717, -8.0326], [3.0337, -2.9418, -7.4109], [4.2526, -1.6829, -5.8985], [3.1998, -0.4788, -6.7137], [5.2411, 0.6947, -5.3555], [5.7665, 1.4858, -6.8594], [6.6652, 0.1736, -6.2386], [-4.1040, -13.3401, 1.2300], [-3.8996, -12.1375, 2.0172], [-4.7164, -11.0592, 1.5272], [-4.3019, -9.8524, 2.4193], [-2.9425, -9.4030, 2.1144], [-2.7072, -8.1846, 2.7904], [-1.2302, -7.7671, 2.6690], [-0.4932, -8.6379, 3.5247], [0.7876, -8.0676, 3.8289], [-5.1094, -13.6686, 1.4933], [-3.4020, -14.0929, 1.5884], [-3.9900, -13.1245, 0.1676], [-5.7502, -11.3426, 1.7247], [-4.5479, -10.8086, 0.4798], [-4.3361, -10.1005, 3.4801], [-5.0555, -9.0695, 2.3343], [-2.2713, -10.0572, 2.4907], [-2.9347, -8.2266, 3.8556], [-3.3043, -7.3327, 2.4651], [-1.1986, -6.7221, 2.9774], [-0.7884, -7.7448, 1.6728], [1.4137, -8.0244, 2.9377], [1.3424, -8.6832, 4.5369], [0.6710, -7.0922, 4.3013], [-6.9936, 0.5189, -2.6396], [-8.1039, 1.4412, -2.6787], [-9.0775, 1.2514, -3.7046], [-10.2239, 2.3083, -3.6666], [-11.2597, 1.8051, -4.6016], [-10.8551, 2.1044, -5.9920], [-11.8953, 1.6751, -7.0582], [-11.2367, 1.1371, -8.2045], [-10.6070, 2.0628, -9.0776], [-6.2175, 0.7818, -1.9208], [-6.5056, 0.4783, -3.6134], [-7.3394, -0.4955, -2.4410], [-9.4682, 0.2341, -3.6829], [-8.6138, 1.3228, -4.6885], [-9.8213, 3.3040, -3.8527], [-10.7180, 2.3920, -2.6986], [-12.1311, 2.2457, -4.3435], [-9.9028, 1.6234, -6.2151], [-10.6020, 3.1633, -6.0450], [-12.4855, 2.5234, -7.4048], [-12.5593, 0.8844, -6.7089], [-9.9669, 1.6090, -9.8342], [-10.0057, 2.7045, -8.4336], [-11.3171, 2.6216, -9.6873], [9.8764, -3.9536, -8.0991], [10.7333, -5.0385, -7.7020], [11.7755, -4.5616, -6.7915], [11.2496, -4.0780, -5.4057], [10.3997, -5.1773, -4.8573], [9.5105, -4.7107, -3.8734], [8.5604, -5.8158, -3.3136], [7.4250, -5.9490, -4.1996], [6.3601, -6.6294, -3.5968], [9.2215, -4.4157, -8.8377], [10.4137, -3.0903, -8.4916], [9.2511, -3.5843, -7.2863], [12.3997, -3.7750, -7.2154], [12.3800, -5.4361, -6.5513], [10.7252, -3.1309, -5.5334], [12.0483, -3.9498, -4.6751], [9.8805, -5.4533, -5.6785], [8.8524, -3.8739, -4.1073], [10.0852, -4.3527, -3.0192], [8.3281, -5.5638, -2.2789], [9.0433, -6.7902, -3.2394], [5.4782, -6.5912, -4.2362], [6.0275, -6.1499, -2.6762], [6.6758, -7.6274, -3.2925], [-8.7801, -4.4273, -6.0988], [-7.8982, -5.4669, -5.9051], [-6.7718, -5.1748, -5.1408], [-6.2072, -6.4034, -4.4431], [-5.6000, -7.4652, -5.2097], [-4.3414, -7.0346, -5.9024], [-3.3310, -6.3132, -5.0088], [-3.4526, -4.9032, -5.0061], [-2.7779, -4.2691, -3.8956], [-8.4433, -3.7853, -6.9128], [-8.9135, -3.7785, -5.2332], [-9.6931, -4.8787, -6.4870], [-7.1157, -4.5899, -4.2877], [-6.0440, -4.4867, -5.5708], [-7.0681, -6.8370, -3.9342], [-5.4720, -6.2180, -3.6601], [-6.2681, -7.8080, -5.8851], [-4.5000, -6.3961, -6.7714], [-3.8751, -7.9644, -6.2280], [-2.3012, -6.5945, -5.2290], [-3.5180, -6.6418, -3.9864], [-1.9047, -4.8375, -3.5752], [-3.5619, -4.3050, -3.1392], [-2.5716, -3.2362, -4.1762], [0.3172, 5.1794, -6.4381], [0.1696, 5.1155, -7.8186], [1.1609, 5.8039, -8.5595], [0.6373, 6.0396, -10.0004], [-0.0210, 7.3161, -10.1432], [-0.3661, 7.5900, -11.5177], [-1.1631, 8.8946, -11.6016], [-1.4508, 9.1274, -12.9753], [-2.3641, 10.2242, -13.0872], [-0.5328, 4.6252, -6.0400], [0.3077, 6.2136, -6.0940], [1.2600, 4.7280, -6.1294], [1.9955, 5.1033, -8.5869], [1.5599, 6.6512, -8.0018], [-0.1273, 5.2907, -10.2069], [1.4669, 5.9490, -10.7016], [-0.8443, 7.1126, -9.5947], [-0.8784, 6.7303, -11.9496], [0.5140, 7.6817, -12.1542], [-0.4832, 9.6670, -11.2421], [-2.0155, 8.8365, -10.9248], [-2.5105, 10.4463, -14.1443], [-2.0568, 11.1277, -12.5607], [-3.3279, 9.8910, -12.7023], [3.2772, -2.1874, 9.2003], [2.3779, -2.3720, 10.3108], [2.5135, -3.6948, 10.9599], [1.5045, -3.7739, 12.1494], [0.1724, -4.0413, 11.7163], [-0.7065, -4.1663, 12.8588], [-2.1137, -4.6226, 12.3511], [-2.2573, -6.0081, 12.1198], [-1.6483, -6.4467, 10.9379], [4.3274, -2.3454, 9.4460], [3.2641, -1.2333, 8.6735], [2.9958, -2.8852, 8.4116], [3.5257, -3.8678, 11.3252], [2.3156, -4.4616, 10.2108], [1.4949, -2.8652, 12.7512], [1.7809, -4.6468, 12.7409], [-0.2535, -3.4145, 11.0487], [-0.8740, -3.2660, 13.4500], [-0.3912, -4.9255, 13.5744], [-2.4339, -4.1061, 11.4462], [-2.8929, -4.4616, 13.0960], [-1.9009, -7.4965, 10.7890], [-0.5734, -6.4741, 11.1164], [-1.9649, -5.9117, 10.0426], [-3.7739, 8.8786, 7.7924], [-4.9149, 8.3004, 7.3138], [-5.0815, 6.9630, 7.5087], [-5.2805, 6.2957, 6.2056], [-4.0669, 6.1504, 5.4856], [-4.2513, 5.6126, 4.1226], [-3.0452, 5.8570, 3.1890], [-2.7658, 7.2794, 3.2606], [-2.0248, 7.7659, 2.1758], [-2.9427, 8.2215, 7.5364], [-3.8008, 8.9604, 8.8790], [-3.5810, 9.8651, 7.3708], [-5.9427, 6.7868, 8.1532], [-4.2146, 6.4681, 7.9464], [-6.0013, 6.9178, 5.6750], [-5.6900, 5.2893, 6.2928], [-3.6753, 7.0588, 5.2818], [-5.1975, 5.9458, 3.6963], [-4.4028, 4.5453, 4.2836], [-3.1690, 5.5574, 2.1483], [-2.1569, 5.3424, 3.5554], [-1.0959, 7.1998, 2.1073], [-1.7486, 8.8026, 2.3683], [-2.4647, 7.6171, 1.1897]],
  "max_force_ev_per_a": 2.79,
  "total_energy_ev": -178367.1049,
  "e_homo_ha": -0.2724,
  "molar_mass_g_mol": 1501.449,
  "gap_ha": 0.079,
  "de_lowest_ev": 11.283,
  "e_lumo_ev": -5.3
}

---

Entry 2:
{
  "formula": "C65H52BrN3O5P2Pb",
  "method": "ωB97M-V with the def2-TZVPD basis set",
  "elements": ["Pb", "O", "C", "C", "C", "C", "C", "C", "C", "O", "N", "N", "C", "C", "Br", "C", "C", "C", "C", "C", "C", "C", "H", "H", "H", "H", "H", "H", "H", "H", "H", "H", "H", "H", "H", "H", "O", "C", "O", "C", "C", "C", "C", "C", "C", "C", "C", "C", "N", "H", "H", "H", "H", "H", "H", "C", "C", "C", "C", "C", "C", "C", "C", "P", "C", "C", "C", "C", "C", "C", "C", "C", "C", "C", "C", "C", "C", "O", "C", "C", "C", "C", "C", "C", "P", "C", "C", "C", "C", "C", "C", "C", "C", "C", "C", "C", "C", "H", "H", "H", "H", "H", "H", "H", "H", "H", "H", "H", "H", "H", "H", "H", "H", "H", "H", "H", "H", "H", "H", "H", "H", "H", "H", "H", "H", "H", "H", "H", "H"],
  "coordinates": [[1.0723, 1.1808, -0.5944], [1.2532, 3.2714, -4.6643], [0.4378, 2.5162, -5.4244], [0.2805, 2.8650, -6.7656], [-0.5439, 2.1253, -7.5939], [-1.2420, 1.0281, -7.1007], [-1.0876, 0.6877, -5.7663], [-0.2461, 1.4034, -4.9215], [-0.0892, 0.9488, -3.4856], [0.4243, 1.8918, -2.6347], [0.8079, -0.2500, -3.5480], [1.3401, -0.7030, -2.4277], [1.9434, -1.8325, -2.3995], [2.6607, -2.3552, -1.2462], [2.9124, -1.1613, 0.2243], [3.2247, -3.5581, -1.1310], [3.1011, -4.7004, -2.0574], [1.9673, -4.9441, -2.8359], [1.8947, -6.0638, -3.6504], [2.9499, -6.9623, -3.7017], [4.0780, -6.7390, -2.9233], [4.1467, -5.6245, -2.1040], [1.1519, 2.9481, -3.7393], [0.8220, 3.7281, -7.1320], [-0.6474, 2.4102, -8.6339], [-1.8993, 0.4565, -7.7421], [-1.6413, -0.1539, -5.3580], [-1.0761, 0.5937, -3.1413], [0.7440, -0.8603, -4.3532], [1.9914, -2.4416, -3.3003], [3.8563, -3.7292, -0.2672], [1.1158, -4.2805, -2.7736], [1.0019, -6.2428, -4.2357], [2.8884, -7.8395, -4.3321], [4.9019, -7.4402, -2.9467], [5.0275, -5.4557, -1.4951], [2.2952, 4.1479, 2.5381], [2.2254, 3.4857, 1.3339], [0.9683, 2.9919, 1.1493], [3.2481, 3.1402, 0.5559], [4.6069, 3.5673, 0.8856], [5.6156, 3.2859, 0.0591], [5.3740, 2.5983, -1.2046], [6.3923, 2.3689, -2.1258], [6.1526, 1.7257, -3.3274], [4.8531, 1.3149, -3.6115], [3.8279, 1.5370, -2.7117], [4.0580, 2.1726, -1.4842], [3.0257, 2.3645, -0.5816], [4.7578, 4.0942, 1.8184], [6.6302, 3.5754, 0.3085], [7.3927, 2.7118, -1.8821], [6.9531, 1.5607, -4.0361], [4.6322, 0.8345, -4.5571], [2.8154, 1.2576, -2.9781], [-4.0849, -2.1160, 5.5141], [-4.1324, -0.7651, 4.7758], [-5.2903, 0.0795, 5.3325], [-4.3500, -1.0279, 3.2861], [-5.5191, -1.6395, 2.8425], [-5.7124, -1.9591, 1.5099], [-4.7294, -1.6450, 0.5822], [-3.5648, -0.9939, 0.9647], [-2.2682, -0.4763, -0.2606], [-2.2189, -1.9793, -1.3069], [-2.6952, -2.1063, -2.6072], [-2.5410, -3.3017, -3.3030], [-1.9142, -4.3834, -2.7064], [-1.4212, -4.2635, -1.4111], [-1.5617, -3.0684, -0.7255], [-3.1889, 0.7597, -1.2573], [-4.3835, 0.5462, -1.9468], [-4.9687, 1.5637, -2.6840], [-4.3757, 2.8199, -2.7385], [-3.1990, 3.0544, -2.0461], [-2.6118, 2.0271, -1.3156], [-3.3911, -0.7180, 2.3277], [-2.2087, -0.1296, 2.6618], [-1.9215, 0.1782, 3.9569], [-0.6624, 0.7293, 4.1476], [-0.2978, 1.1177, 5.4303], [-1.1739, 0.9481, 6.4950], [-2.4096, 0.3573, 6.2696], [-2.8073, -0.0464, 4.9958], [0.4523, 0.8219, 2.6892], [0.4171, 2.6971, 2.4502], [1.2682, 3.5894, 3.3914], [0.5401, 4.7169, 4.0575], [-0.7684, 4.8980, 3.9309], [-1.5824, 4.0170, 3.0816], [-1.0452, 3.0156, 2.3963], [2.0467, 0.2981, 3.4434], [2.0187, -0.9571, 4.0667], [3.1773, -1.5414, 4.5469], [4.3998, -0.8927, 4.4015], [4.4448, 0.3360, 3.7673], [3.2778, 0.9271, 3.2884], [-5.0269, -2.6539, 5.3920], [-3.9135, -1.9664, 6.5819], [-3.2806, -2.7393, 5.1205], [-6.2457, -0.4258, 5.1868], [-5.3344, 1.0487, 4.8333], [-5.1701, 0.2485, 6.4032], [-6.2908, -1.8912, 3.5601], [-6.6230, -2.4527, 1.1959], [-4.8662, -1.9253, -0.4562], [-3.1761, -1.2685, -3.0959], [-2.9138, -3.3825, -4.3163], [-1.8048, -5.3147, -3.2472], [-0.9181, -5.0992, -0.9407], [-1.1542, -2.9713, 0.2761], [-4.8767, -0.4174, -1.9038], [-5.8918, 1.3765, -3.2184], [-4.8306, 3.6097, -3.3230], [-2.7258, 4.0276, -2.0836], [-1.6783, 2.2099, -0.7994], [0.6883, 1.5288, 5.6059], [-0.8877, 1.2512, 7.4939], [-3.0751, 0.1934, 7.1085], [1.7457, 2.9779, 4.1605], [1.1541, 5.3890, 4.6455], [-1.2568, 5.7195, 4.4396], [-2.6452, 4.2130, 3.0027], [-1.6460, 2.3918, 1.7470], [1.0756, -1.4813, 4.1773], [3.1292, -2.5104, 5.0281], [5.3073, -1.3490, 4.7768], [5.3896, 0.8475, 3.6289], [3.3517, 1.8756, 2.7799]],
  "max_force_ev_per_a": 0.92,
  "total_energy_ev": -176823.0486,
  "e_homo_ha": -0.2152,
  "molar_mass_g_mol": 1304.199,
  "gap_ha": 0.214,
  "de_lowest_ev": 3.187,
  "e_lumo_ev": 0.0
}